2 unconnected molecules or ions with the total composition C6H7ClF2N3, computed with ωB97M-V/def2-TZVPD.

## Properties
Relative energy (zero: lowest compared OMol25 entry of this formula, charge and spin) (kJ/mol): 138.80
Electronic energy (eV): -28749.1379
Charge: +1
HOMO energy (alpha / beta) (Ha): -0.483 / -0.484

Each line ends with the Mulliken charge.
Positions of all 19 atoms, in Å:
C 0.63769 1.00544 0.78307  -0.24
C -0.38836 0.07729 1.01012  0.49
C -2.08686 -0.69255 -0.81108  0.00
C 0.09266 -2.61060 -1.26342  0.13
C -0.83104 -0.68831 2.14420  -1.37
C 1.38314 2.27762 -1.31372  -0.67
N -0.37457 0.77869 -1.11383  -0.86
N 0.51280 1.43477 -0.47788  0.51
N -0.96518 -0.08187 -0.23922  0.75
F -2.91691 -1.06433 0.09826  -0.09
F 1.25509 -2.10458 -1.57062  -0.10
Cl 0.05647 -4.24211 -1.27260  0.01
H 1.40967 1.30130 1.45446  0.46
H -0.21222 -1.60740 1.99400  0.33
H -0.62263 -0.37470 3.19449  0.35
H -1.78081 -1.04162 2.00006  0.40
H 0.89924 2.97735 -2.10845  0.29
H 1.88610 3.08088 -0.63023  0.31
H 2.04572 1.57473 -1.87760  0.31